ORCA calculation (ωB97M-V/def2-TZVPD) on 15 unconnected molecules or ions with the total composition C55H101F3NO26S4.

Computed properties:
Net charge: +1
Calculated total energy, eV: -164874.4054
F_max, hartree/bohr: 0.117

CARTESIAN COORDINATES (ANGSTROEM)
C  -12.531  -30.174  -7.652
C  -13.683  -29.160  -7.544
N  -14.412  -29.024  -6.143
C  -13.435  -28.490  -5.065
C  -15.713  -28.147  -6.328
C  -15.468  -26.682  -6.842
C  -14.905  -30.446  -5.668
C  -16.091  -30.553  -4.674
O  -15.749  -29.839  -3.472
C  -16.621  -30.081  -2.382
H  -12.111  -30.004  -8.643
H  -12.817  -31.209  -7.463
H  -11.613  -29.991  -7.092
H  -14.460  -29.310  -8.293
H  -13.229  -28.195  -7.769
H  -12.736  -29.244  -4.701
H  -14.097  -28.221  -4.242
H  -12.830  -27.685  -5.481
H  -16.166  -28.094  -5.338
H  -16.334  -28.726  -7.012
H  -16.315  -26.011  -6.704
H  -15.247  -26.603  -7.906
H  -14.724  -26.215  -6.197
H  -14.018  -30.972  -5.315
H  -15.210  -31.044  -6.526
H  -16.231  -31.597  -4.394
H  -17.040  -30.117  -4.984
H  -16.366  -30.965  -1.798
H  -17.680  -30.137  -2.635
H  -16.601  -29.188  -1.757
F  -10.879  -35.552  6.448
C  -12.178  -35.169  6.222
C  -12.564  -33.827  6.417
C  -13.914  -33.442  6.336
C  -14.848  -34.370  6.100
C  -14.482  -35.715  5.932
C  -13.119  -36.145  5.899
H  -11.800  -33.066  6.474
H  -14.200  -32.415  6.510
H  -15.864  -34.048  5.929
H  -15.323  -36.334  5.655
H  -12.863  -37.178  5.713
F  -13.222  -34.214  -14.530
C  -13.254  -34.607  -15.793
C  -12.662  -35.797  -16.123
C  -12.719  -36.270  -17.426
C  -13.415  -35.443  -18.384
C  -13.951  -34.209  -18.068
C  -13.895  -33.815  -16.727
H  -12.182  -36.377  -15.349
H  -12.267  -37.223  -17.660
H  -13.527  -35.789  -19.401
H  -14.408  -33.550  -18.791
H  -14.364  -32.887  -16.437
F  -15.588  -21.974  -15.456
C  -14.319  -21.937  -15.892
C  -14.063  -21.966  -17.241
C  -12.752  -21.940  -17.734
C  -11.670  -21.959  -16.795
C  -11.952  -22.021  -15.377
C  -13.270  -22.036  -14.982
H  -14.968  -21.951  -17.830
H  -12.557  -21.890  -18.795
H  -10.654  -22.003  -17.158
H  -11.153  -22.040  -14.650
H  -13.460  -22.154  -13.925
C  -21.784  -36.387  -10.234
S  -21.783  -34.599  -9.929
O  -20.426  -34.071  -10.449
C  -23.047  -34.183  -11.281
H  -21.169  -36.728  -9.401
H  -21.268  -36.553  -11.179
H  -22.797  -36.783  -10.154
H  -23.325  -33.130  -11.334
H  -24.019  -34.621  -11.053
H  -22.664  -34.591  -12.216
C  -11.257  -20.576  -1.182
S  -12.910  -21.096  -0.403
O  -13.105  -22.494  -0.935
C  -12.143  -21.237  1.293
H  -10.966  -19.616  -0.755
H  -11.303  -20.385  -2.254
H  -10.548  -21.378  -0.977
H  -11.785  -20.262  1.624
H  -11.409  -22.039  1.366
H  -12.911  -21.548  2.002
C  -6.063  -23.709  -8.597
S  -7.530  -23.400  -7.564
O  -8.630  -24.171  -8.272
C  -7.066  -24.453  -6.089
H  -6.366  -23.302  -9.561
H  -6.072  -24.785  -8.773
H  -5.145  -23.285  -8.190
H  -7.703  -24.455  -5.205
H  -6.156  -23.941  -5.775
H  -6.733  -25.467  -6.308
C  -25.513  -28.360  -4.092
S  -25.473  -26.815  -3.113
O  -26.470  -27.145  -2.003
C  -23.622  -26.952  -2.619
H  -24.556  -28.650  -4.525
H  -26.295  -28.210  -4.837
H  -25.763  -29.207  -3.454
H  -23.238  -26.120  -2.029
H  -22.982  -27.075  -3.493
H  -23.388  -27.855  -2.054
C  -20.071  -16.965  -9.674
O  -20.550  -17.600  -8.549
C  -19.629  -17.892  -7.520
O  -18.434  -17.637  -7.464
O  -20.378  -18.613  -6.581
C  -19.705  -19.311  -5.506
H  -19.403  -17.571  -10.286
H  -19.506  -16.071  -9.408
H  -20.836  -16.556  -10.335
H  -18.675  -19.526  -5.790
H  -20.253  -20.131  -5.040
H  -19.510  -18.733  -4.602
C  -18.797  -25.124  2.805
O  -19.802  -26.045  3.332
C  -19.625  -26.701  4.514
O  -18.499  -26.755  5.159
O  -20.725  -27.472  4.737
C  -20.820  -28.358  5.832
H  -17.935  -25.744  2.558
H  -18.431  -24.439  3.570
H  -19.078  -24.537  1.931
H  -21.800  -28.830  5.910
H  -20.637  -27.906  6.806
H  -20.125  -29.145  5.539
C  -7.214  -34.066  -1.985
O  -8.370  -34.595  -1.366
C  -9.539  -34.768  -1.941
O  -9.839  -34.564  -3.100
O  -10.289  -35.376  -1.011
C  -11.582  -35.855  -1.339
H  -7.503  -33.191  -2.566
H  -6.813  -34.798  -2.687
H  -6.392  -33.768  -1.334
H  -11.520  -36.574  -2.156
H  -12.222  -35.034  -1.662
H  -12.019  -36.256  -0.425
C  -10.746  -28.101  2.139
O  -9.543  -27.457  2.621
C  -8.554  -27.253  1.726
O  -8.546  -27.480  0.530
O  -7.481  -26.812  2.408
C  -6.232  -26.501  1.781
H  -11.425  -28.193  2.986
H  -10.484  -29.097  1.780
H  -11.264  -27.590  1.327
H  -5.517  -27.305  1.958
H  -5.804  -25.676  2.350
H  -6.421  -26.326  0.722
C  -14.746  -38.440  -8.251
O  -14.799  -39.594  -7.454
C  -15.342  -39.640  -6.305
O  -16.100  -38.824  -5.795
O  -14.929  -40.748  -5.643
C  -15.443  -41.043  -4.362
H  -15.751  -38.260  -8.633
H  -14.007  -38.583  -9.039
H  -14.505  -37.594  -7.606
H  -16.366  -41.623  -4.381
H  -15.635  -40.100  -3.851
H  -14.743  -41.666  -3.806
C  -1.536  -27.338  -14.779
O  -1.693  -28.670  -14.269
C  -2.777  -28.982  -13.562
O  -3.636  -28.197  -13.140
O  -2.834  -30.314  -13.450
C  -4.002  -30.900  -12.841
H  -0.690  -27.238  -15.459
H  -1.457  -26.658  -13.931
H  -2.395  -26.997  -15.357
H  -4.844  -30.622  -13.476
H  -4.098  -30.634  -11.789
H  -3.933  -31.985  -12.764
C  -21.004  -25.157  -11.356
O  -22.043  -24.240  -11.005
C  -22.675  -24.280  -9.779
O  -22.325  -24.973  -8.802
O  -23.489  -23.237  -9.722
C  -24.231  -22.850  -8.571
H  -20.550  -24.893  -12.311
H  -21.433  -26.155  -11.442
H  -20.214  -25.238  -10.609
H  -24.824  -21.950  -8.737
H  -23.617  -22.666  -7.690
H  -24.990  -23.578  -8.286

Mulliken population analysis, charges in e, atoms 1 to 4: -1.245, -0.511, 0.369, -0.987